# C22H36AlBF6IN3O21S2

A structure of composition C22H36AlBF6IN3O21S2 (ωB97M-V/def2-TZVPD, the Open Molecules 2025 dataset).

```
! RIJCOSX wB97M-V def2-TZVPD def2/J DEFGRID3
* xyz 0 1
C -0.960 0.532 -0.653
O -1.338 -0.447 0.285
C -2.008 -1.525 -0.304
O -1.852 -2.752 0.390
C -0.762 -2.816 1.207
O -0.816 -2.392 2.270
O 0.395 -3.445 0.848
I 1.200 -2.786 -0.862
H -0.995 1.499 -0.139
H 0.073 0.392 -1.022
H -1.628 0.596 -1.532
H -3.085 -1.334 -0.354
H -1.690 -1.663 -1.358
B -4.976 -0.107 -2.873
F -4.505 -0.204 -1.596
F -6.196 0.532 -2.909
F -3.996 0.717 -3.648
F -5.051 -1.347 -3.480
N -2.847 3.608 -3.250
H -3.562 4.339 -3.195
H -2.369 3.665 -4.151
H -2.168 3.740 -2.493
H -3.294 2.687 -3.147
C 0.927 -0.915 4.278
C -0.088 -0.192 5.120
O 0.533 -0.167 6.406
C 1.871 -0.284 6.220
O 2.688 -0.133 7.069
O 2.161 -0.595 4.924
H 0.930 -0.570 3.246
H 0.791 -1.996 4.290
H -0.250 0.837 4.786
H -1.046 -0.706 5.159
N -2.867 0.243 9.542
S -3.048 -1.178 8.869
O -2.570 -1.303 7.527
O -4.231 -1.905 9.207
F -1.937 -1.972 9.688
S -3.790 1.345 8.905
O -3.404 2.672 9.275
O -5.197 1.092 8.880
F -3.395 1.315 7.354
C 4.023 -1.074 -4.449
C 2.775 -1.382 -4.092
C 1.780 -1.906 -5.079
O 0.658 -2.200 -4.701
C 2.200 -2.045 -6.468
C 3.450 -1.732 -6.833
C 4.453 -1.236 -5.838
O 5.579 -0.983 -6.211
O 3.868 -1.846 -8.091
O 2.351 -1.230 -2.822
H 4.752 -0.697 -3.743
H 1.468 -2.408 -7.175
H 4.803 -1.562 -8.089
H 1.408 -1.509 -2.814
C -5.624 2.803 0.731
C -4.391 2.038 1.142
O -3.504 1.792 0.349
C -4.306 1.590 2.575
H -5.555 3.062 -0.326
H -6.512 2.188 0.883
H -5.705 3.722 1.314
H -5.137 0.923 2.808
H -4.329 2.455 3.239
H -3.372 1.052 2.731
Al -2.835 0.357 -5.118
C -9.547 0.512 -3.572
C -10.429 1.241 -4.492
N -11.110 1.804 -5.203
H -9.546 0.997 -2.598
H -9.895 -0.513 -3.458
H -8.532 0.501 -3.964
C 10.425 -0.251 -2.238
O 10.367 -0.894 -3.502
C 9.586 -2.080 -3.486
C 8.188 -1.841 -4.025
O 7.448 -0.953 -3.192
C 7.446 0.381 -3.677
H 10.763 0.772 -2.397
H 9.451 -0.225 -1.746
H 11.145 -0.763 -1.591
H 9.546 -2.502 -2.477
H 10.090 -2.805 -4.132
H 7.650 -2.793 -4.036
H 8.225 -1.466 -5.052
H 6.716 0.477 -4.488
H 8.429 0.689 -4.037
H 7.153 1.040 -2.860
C -0.399 2.877 10.777
O -0.163 3.126 9.605
O -1.151 1.967 11.189
O 0.076 3.486 11.761
*
```

# C5H11NO8V

A structure of composition C5H11NO8V (ωB97M-V/def2-TZVPD, the Open Molecules 2025 dataset).

```
! RIJCOSX wB97M-V def2-TZVPD def2/J DEFGRID3
* xyz -2 2
O -0.825 2.056 -0.061
V -0.430 0.861 -1.025
O -1.328 0.882 -2.293
O 1.716 1.390 -1.352
C 2.517 2.076 -2.314
C 4.084 1.830 -2.320
O 4.575 0.514 -2.572
H 2.306 3.139 -2.433
H 2.162 1.788 -3.303
H 4.361 1.967 -1.275
H 4.618 2.606 -2.869
O 0.233 -1.141 -0.115
C -0.173 -1.226 1.287
C 0.819 -1.556 2.469
O 2.207 -1.180 2.561
H -0.974 -1.928 1.517
H -0.713 -0.299 1.478
H 0.920 -2.639 2.536
H 0.199 -1.348 3.341
C -3.889 -1.039 1.549
N -3.540 -1.245 0.102
O -3.988 -2.239 -0.446
O -2.880 -0.347 -0.408
H -3.253 -1.604 2.230
H -4.944 -1.262 1.710
H -3.780 -0.056 2.007
*
```

# Cl4O16

A cluster of 4 separate species, Cl4O16 in total (ωB97M-V/def2-TZVPD, the Open Molecules 2025 dataset).

```
! RIJCOSX wB97M-V def2-TZVPD def2/J DEFGRID3
* xyz -4 1
Cl 15.678 -2.667 15.233
O 15.400 -1.350 14.686
O 15.220 -3.675 14.277
O 17.110 -2.786 15.425
O 15.144 -2.676 16.427
Cl 12.231 -5.230 15.452
O 12.133 -4.350 14.248
O 13.132 -6.334 15.107
O 12.910 -4.659 16.431
O 10.959 -5.656 15.973
Cl 11.651 -0.507 16.397
O 11.867 -1.303 17.581
O 12.822 -0.233 15.653
O 10.982 -1.416 15.520
O 10.587 0.575 16.536
Cl 18.205 -6.152 13.772
O 17.014 -6.568 13.263
O 18.314 -4.728 13.561
O 18.494 -6.303 15.122
O 19.175 -6.822 12.903
*
```

# C18H45MnO12P2

A structure of composition C18H45MnO12P2 (ωB97M-V/def2-TZVPD, the Open Molecules 2025 dataset).

```
! RIJCOSX wB97M-V def2-TZVPD def2/J DEFGRID3
* xyz 1 6
Mn -1.181 -1.592 -3.392
O -0.254 -0.071 -2.578
H -0.325 0.728 -2.080
C -2.951 0.593 -5.073
O -2.915 -0.348 -4.023
C -3.850 -0.132 -2.969
C -3.887 -1.367 -2.077
O -2.541 -1.711 -1.766
C -2.387 -2.916 -1.011
C -0.918 -3.222 -0.809
O -0.204 -2.932 -2.012
C 1.204 -2.999 -1.887
H -3.818 0.408 -5.715
H -2.074 0.509 -5.712
H -3.015 1.658 -4.833
H -4.879 -0.010 -3.318
H -3.533 0.761 -2.427
H -4.387 -2.181 -2.614
H -4.472 -1.162 -1.180
H -2.917 -3.731 -1.518
H -2.852 -2.846 -0.026
H -0.770 -4.247 -0.458
H -0.491 -2.604 -0.011
H 1.568 -2.125 -1.339
H 1.745 -2.921 -2.833
H 1.532 -3.937 -1.439
C 2.927 0.369 -2.865
C 2.864 1.599 -1.946
O 3.396 1.258 -0.663
P 3.546 2.411 0.440
O 4.485 3.478 0.087
O 2.014 2.840 0.661
C 1.612 3.840 1.611
C 1.615 3.315 3.035
O 3.875 1.612 1.785
C 5.153 0.963 1.986
C 5.050 0.188 3.287
H 2.822 0.658 -3.907
H 3.900 -0.111 -2.738
H 2.163 -0.347 -2.561
H 3.544 2.357 -2.337
H 1.820 1.912 -1.953
H 2.150 4.776 1.458
H 0.572 4.042 1.342
H 2.599 3.111 3.463
H 1.127 3.972 3.755
H 1.130 2.337 3.056
H 5.317 0.255 1.173
H 5.892 1.761 2.028
H 4.127 -0.385 3.298
H 5.881 -0.514 3.403
H 5.170 0.814 4.172
C -4.673 -1.911 2.283
C -3.539 -1.282 3.035
O -2.389 -1.290 2.144
P -1.085 -0.455 2.555
O -0.828 -0.408 3.995
O 0.044 -1.194 1.698
C 1.262 -0.505 1.328
C 2.338 -1.587 1.282
O -1.271 1.004 1.919
C -1.517 1.216 0.504
C -2.464 2.374 0.397
H -4.886 -1.345 1.372
H -4.415 -2.934 1.994
H -5.603 -2.039 2.837
H -3.742 -0.284 3.417
H -3.217 -1.938 3.848
H 1.129 0.022 0.381
H 1.470 0.235 2.103
H 2.636 -1.826 2.298
H 1.943 -2.410 0.695
H 3.215 -1.180 0.770
H -0.549 1.443 0.048
H -1.886 0.289 0.058
H -2.721 2.490 -0.661
H -3.408 2.135 0.890
H -2.024 3.262 0.841
*
```

# C5H11NO

A cluster of 2 separate species, C5H11NO in total (ωB97M-V/def2-TZVPD, the Open Molecules 2025 dataset).

Results
SMILES: C/C=C/C=C/N.O

```
! RIJCOSX wB97M-V def2-TZVPD def2/J DEFGRID3
* xyz 0 1
C 1.666 -1.924 0.760
C 1.263 -0.399 0.859
C -0.031 -0.151 1.040
C -0.839 0.923 0.410
C -2.204 0.742 0.171
N -3.016 1.678 -0.438
H 2.758 -2.036 0.586
H 1.347 -2.371 -0.170
H 1.260 -2.505 1.632
H 1.903 0.358 0.491
H -0.622 -0.858 1.681
H -0.409 1.502 -0.463
H -2.729 -0.007 0.885
H -3.950 1.394 -0.568
H -2.522 2.228 -1.162
O 1.975 0.762 -2.077
H 2.824 0.566 -1.574
H 1.327 0.099 -2.063
*
```

E, record by record: -124208.302 -48911.747 -82809.990 -93862.492 -8898.418 eV